Record 1
C10H16O | ωB97M-V with the def2-TZVPD basis set

Output
Energy above the lowest of the compared OMol25 structures with the same formula, charge and spin in eV: 0.961
HOMO-LUMO gap in eV: 9.2
HOMO in eV: -8.43
E in a.u.: -465.86249
Spin multiplicity: 1

Structure (XYZ):
```
27
Properties=species:S:1:pos:R:3:forces:R:3:mulliken_charge:R:1
C 0.8161 1.4935 3.2855 0.191 -0.151 -0.461 -1.391
C 0.2633 1.8226 -0.9800 0.460 0.001 0.253 0.498
C -0.8100 2.0326 -0.1311 0.028 -0.162 -0.275 -0.443
C 1.4452 1.3102 -0.4505 0.210 0.446 -0.335 -0.272
C -0.6166 1.8604 1.2358 -0.482 0.258 0.007 -0.643
C 1.6402 1.2004 0.9111 -0.273 -0.011 -0.093 -0.572
C 0.6031 1.5045 1.7895 -0.139 -0.052 0.181 0.679
O 0.3220 2.1746 -2.3053 -0.928 -0.398 -0.223 -0.547
H -1.7896 2.3081 -0.5146 0.167 0.166 0.045 0.318
H -0.5751 2.2046 -2.6827 0.457 0.074 0.243 0.306
H 2.2324 1.1170 -1.1638 0.219 -0.063 0.060 0.405
H -1.4710 2.0982 1.8643 0.179 -0.160 0.170 0.278
H 2.6109 0.9137 1.2915 0.045 -0.129 0.033 0.390
H 1.1988 0.5249 3.6210 -0.057 0.108 0.020 0.315
H -0.1151 1.7043 3.8058 0.056 0.070 0.115 0.350
H 1.5671 2.2512 3.5235 -0.138 -0.034 0.253 0.322
C -0.8575 -1.7988 -1.1124 0.773 -0.065 0.017 0.398
C -1.3692 -2.6902 -2.2339 -0.007 -0.838 -0.223 -1.335
C 0.1363 -2.5246 -0.1820 -0.236 -0.647 -0.087 -1.222
H -0.2833 -0.9855 -1.5501 -0.240 0.312 -0.067 -0.138
H -1.6619 -1.3621 -0.5316 -0.214 0.100 -0.020 0.330
H -0.6309 -3.4650 -2.4800 0.037 0.235 0.009 0.344
H 0.1011 -3.6047 -0.3390 -0.132 -0.076 -0.054 0.428
H -1.5963 -2.1945 -3.1725 -0.018 0.402 -0.002 0.347
H -2.2654 -3.2522 -1.9727 -0.111 0.051 0.252 0.315
H 1.1614 -2.2458 -0.4061 0.123 0.202 0.120 0.282
H -0.0559 -2.3974 0.8801 0.029 0.360 0.062 0.259
```
Forces are in eV/Å.



Record 2
C5H11NO2 | ωB97M-V with the def2-TZVPD basis set

Output
Charge: +1
Energy above the lowest of the compared OMol25 structures with the same formula, charge and spin in eV: 2.107
HOMO-LUMO gap (spin up / spin down) in eV: 9.9 / 4.3
HOMO (spin up / spin down) in eV: -14.18 / -13.74
E in a.u.: -401.97767
Spin multiplicity: 2
<S²>: 0.76

Structure (XYZ):
```
19
Properties=species:S:1:pos:R:3:forces:R:3:mulliken_spin:R:1
C -0.1182 -0.0293 0.6788 -0.278 0.089 1.548 0.067
C 0.9291 1.1081 0.4435 -0.997 -0.722 -0.246 0.023
C 0.3631 2.2948 -0.2569 0.468 -0.265 -0.049 0.021
C 1.1422 3.0006 -1.0779 -0.254 0.266 -0.163 0.079
C -0.2045 -1.1541 -0.3505 0.975 1.074 -1.912 -0.013
N 0.6850 -1.3298 -1.3382 -0.130 -0.208 1.072 0.047
O -1.3136 -1.6790 -0.4037 -0.712 -0.430 0.216 0.738
H 0.0073 -0.4608 1.6815 0.218 -0.367 -0.317 -0.002
H -1.1522 0.3333 0.7548 0.207 0.238 -0.232 0.001
H 1.7263 0.6715 -0.1330 0.787 0.235 0.073 0.000
H 1.2718 1.3888 1.4492 0.040 -0.235 -0.114 0.032
H -0.6663 2.5084 0.0168 0.094 0.483 -0.321 0.001
H 0.8647 3.8967 -1.6119 -0.446 0.078 0.175 0.001
H 2.1716 2.7300 -1.2588 0.127 -0.333 0.094 0.001
H 1.6603 -1.2219 -1.1154 0.206 0.400 -0.072 -0.002
H 0.4870 -1.9099 -2.1434 -0.242 -0.248 0.224 0.001
H -3.3659 -3.5575 1.3979 -0.328 -0.049 -0.160 0.000
H -1.9338 -3.0539 1.3651 0.193 0.121 -0.293 0.000
O -2.5540 -3.5361 1.9018 0.073 -0.128 0.478 0.005
```
Forces are in eV/Å.



Record 3
C7H12Si2 | ωB97M-V with the def2-TZVPD basis set

Output
Energy above the lowest of the compared OMol25 structures with the same formula, charge and spin in eV: 0.699
HOMO-LUMO gap in eV: 10.0
HOMO in eV: -9.16
E in a.u.: -852.81844
Spin multiplicity: 1

Structure (XYZ):
```
21
Properties=species:S:1:pos:R:3:forces:R:3:mulliken_charge:R:1
C 3.5404 0.0752 0.3179 2.513 -4.069 -1.533 -0.311
C 2.7708 0.7852 1.1613 -0.222 2.151 -0.066 -0.668
C 2.9999 -0.7332 -0.7351 0.237 0.992 0.508 -0.555
C 1.4475 0.9339 0.8238 -2.122 -0.143 1.005 -0.143
C 1.6613 -0.5372 -1.0451 -0.040 -0.014 0.179 -0.205
C 0.8625 0.2717 -0.2427 0.078 -0.062 0.611 0.408
C -1.3951 -0.9093 -2.1767 -0.278 0.463 1.365 -1.103
Si -2.3592 0.6457 1.2239 -0.030 -1.796 1.742 0.325
Si -0.9584 0.5770 -0.5868 -0.025 -1.783 -2.784 0.276
H 4.6159 -0.2209 0.5009 -1.142 1.106 0.141 0.248
H 3.1904 1.4716 1.8808 0.163 -0.401 0.511 0.344
H 3.6675 -1.4561 -1.2471 -0.661 0.742 0.167 0.326
H 0.7252 1.4452 1.4887 0.861 0.173 -0.239 0.135
H 1.1174 -0.9425 -1.8680 0.456 -0.811 -0.603 0.394
H -1.3534 -0.3489 -3.1425 0.550 -0.785 0.672 0.290
H -0.6750 -1.7787 -2.0081 -0.558 1.526 -0.628 0.309
H -2.3853 -1.4544 -2.1934 0.704 1.091 0.500 0.329
H -1.9410 -0.5801 2.1656 -0.809 0.895 -1.122 -0.076
H -3.8744 0.8932 1.2433 1.038 -0.166 -0.271 -0.117
H -1.6333 1.6229 2.0042 -0.008 0.948 0.335 -0.123
H -0.7679 2.0023 -0.9769 -0.702 -0.056 -0.490 -0.082
```
Forces are in eV/Å.



Record 4
C5H9NO | ωB97M-V with the def2-TZVPD basis set

Output
Energy above the lowest of the compared OMol25 structures with the same formula, charge and spin in eV: 5.997
HOMO-LUMO gap in eV: 7.8
HOMO in eV: -7.14
E in a.u.: -325.71716
Spin multiplicity: 1

Structure (XYZ):
```
16
Properties=species:S:1:pos:R:3:forces:R:3:mulliken_charge:R:1
C -1.7467 -0.1364 -0.6721 0.021 -0.020 -0.028 -1.313
C -1.0541 0.5549 0.4764 -0.127 0.076 -0.094 0.183
N -0.4695 -0.2741 1.5535 -0.048 -0.295 0.302 -0.283
C 0.4145 0.5563 0.6638 0.145 0.040 -0.082 -0.184
C 1.1562 -0.5784 -0.0348 -0.100 0.230 -0.071 -0.625
C 1.9792 -0.2197 -1.2043 -0.052 0.044 -0.343 -0.396
O 2.5919 -0.4172 0.0536 0.179 -0.004 0.160 -0.437
H -1.8851 0.5821 -1.4865 0.016 -0.088 0.116 0.300
H -2.7332 -0.5019 -0.3696 0.133 0.052 -0.028 0.347
H -1.1435 -0.9669 -1.0410 -0.107 0.106 0.048 0.373
H -1.5862 1.4146 0.8827 0.113 -0.132 -0.077 0.405
H -0.6566 -0.0616 2.5297 0.031 0.005 -0.173 0.246
H 0.8976 1.4198 1.1196 -0.041 -0.129 -0.067 0.436
H 0.0204 -1.2058 1.0730 -0.121 0.172 0.082 0.482
H 2.1956 -0.9739 -1.9638 -0.043 0.083 0.151 0.238
H 2.0193 0.8083 -1.5803 0.001 -0.140 0.104 0.229
```
Forces are in eV/Å.



Repeat the second record exactly.
C5H11NO2 | ωB97M-V with the def2-TZVPD basis set

Output
Charge: +1
Energy above the lowest of the compared OMol25 structures with the same formula, charge and spin in eV: 2.107
HOMO-LUMO gap (spin up / spin down) in eV: 9.9 / 4.3
HOMO (spin up / spin down) in eV: -14.18 / -13.74
E in a.u.: -401.97767
Spin multiplicity: 2
<S²>: 0.76

Structure (XYZ):
```
19
Properties=species:S:1:pos:R:3:forces:R:3:mulliken_spin:R:1
C -0.1182 -0.0293 0.6788 -0.278 0.089 1.548 0.067
C 0.9291 1.1081 0.4435 -0.997 -0.722 -0.246 0.023
C 0.3631 2.2948 -0.2569 0.468 -0.265 -0.049 0.021
C 1.1422 3.0006 -1.0779 -0.254 0.266 -0.163 0.079
C -0.2045 -1.1541 -0.3505 0.975 1.074 -1.912 -0.013
N 0.6850 -1.3298 -1.3382 -0.130 -0.208 1.072 0.047
O -1.3136 -1.6790 -0.4037 -0.712 -0.430 0.216 0.738
H 0.0073 -0.4608 1.6815 0.218 -0.367 -0.317 -0.002
H -1.1522 0.3333 0.7548 0.207 0.238 -0.232 0.001
H 1.7263 0.6715 -0.1330 0.787 0.235 0.073 0.000
H 1.2718 1.3888 1.4492 0.040 -0.235 -0.114 0.032
H -0.6663 2.5084 0.0168 0.094 0.483 -0.321 0.001
H 0.8647 3.8967 -1.6119 -0.446 0.078 0.175 0.001
H 2.1716 2.7300 -1.2588 0.127 -0.333 0.094 0.001
H 1.6603 -1.2219 -1.1154 0.206 0.400 -0.072 -0.002
H 0.4870 -1.9099 -2.1434 -0.242 -0.248 0.224 0.001
H -3.3659 -3.5575 1.3979 -0.328 -0.049 -0.160 0.000
H -1.9338 -3.0539 1.3651 0.193 0.121 -0.293 0.000
O -2.5540 -3.5361 1.9018 0.073 -0.128 0.478 0.005
```
Forces are in eV/Å.